[1]
DFT (the ωB97M-V functional and the def2-TZVPD basis) results for the ion C2H7N4S with charge +1 in a non-equilibrium geometry.

Geometry as XYZ:
```
14
Properties=species:S:1:pos:R:3:forces:R:3
C 1.217 -0.437 0.049 -5.4 -2.0 2.7
C -0.503 1.367 0.483 1.7 -0.3 0.9
N -0.112 -0.933 0.672 5.5 0.0 -2.3
N 2.176 -1.339 -0.237 0.4 2.4 0.5
N -1.730 -0.006 -0.898 0.3 -0.2 -2.8
N -1.072 0.016 0.366 -0.6 1.9 -0.3
S 1.208 1.352 -0.113 0.3 -1.8 -0.9
H -1.069 2.139 0.074 -1.1 1.0 -1.1
H -0.404 1.545 1.513 0.0 0.3 1.5
H 2.314 -2.220 0.273 -0.8 0.5 -0.4
H 3.054 -0.864 -0.477 -0.2 -0.7 0.0
H -2.197 -0.926 -1.046 0.9 0.8 0.0
H -1.042 0.276 -1.742 -1.9 -1.2 2.8
H -1.840 0.031 1.082 0.7 -0.7 -0.7
```
Positions in Å, forces in eV/Å.

Values from the calculation:
SMILES: NC1=N[N@H+](N)CS1
Charge: +1
LUMO level, eV: -4.0
HOMO, eV: -13.593
Gap between HOMO and LUMO, eV: 9.6
ΔE to the lowest compared entry with this formula, charge and spin, kcal/mol: 60.0
Multiplicity: 1



[2]
DFT (the ωB97M-V functional and the def2-TZVPD basis) results for the molecule CH2F3P in a non-equilibrium geometry.

Geometry as XYZ:
```
7
Properties=species:S:1:pos:R:3:forces:R:3
C -0.762 -0.992 -0.051 2.7 2.3 -0.2
F 0.914 0.586 1.674 -1.7 -0.6 -2.6
F 1.589 0.262 -0.586 1.7 -2.1 -1.2
F 0.297 1.965 -0.267 -1.5 -2.1 1.2
P 0.292 0.325 0.163 -0.3 2.9 2.9
H -0.534 -1.108 -1.100 -0.1 -0.6 -0.7
H -1.795 -1.039 0.166 -0.7 0.2 0.6
```
Positions in Å, forces in eV/Å.

Values from the calculation:
SMILES: C=P(F)(F)F
LUMO level, eV: 0.3
HOMO, eV: -9.992
Gap between HOMO and LUMO, eV: 10.3
ΔE to the lowest compared entry with this formula, charge and spin, kcal/mol: 11.8
Multiplicity: 1



[3]
DFT (the ωB97M-V functional and the def2-TZVPD basis) results for the molecule C14H19NO3S.

Geometry as XYZ:
```
38
Properties=species:S:1:pos:R:3:forces:R:3
O -0.465 -2.017 -0.637 0.2 -0.2 -0.2
C -0.808 -0.850 -0.534 0.0 -0.1 0.0
N -1.914 -0.466 0.123 -0.2 -0.1 0.2
C -2.349 0.904 0.286 0.0 0.3 -0.4
H -1.489 1.571 0.261 -0.2 0.0 0.1
C -3.371 1.286 -0.794 -0.1 0.1 0.2
H -3.291 2.354 -1.005 0.0 0.0 -0.1
H -3.107 0.754 -1.710 0.1 0.1 0.0
C -4.825 0.975 -0.418 0.0 -0.1 0.0
C -5.035 -0.289 0.424 -0.1 0.0 -0.2
C -4.173 -1.488 0.022 0.0 0.1 0.3
C -2.786 -1.484 0.669 -0.1 -0.5 -0.2
H -2.881 -1.328 1.749 0.0 0.0 0.0
H -2.295 -2.443 0.496 -0.1 0.2 0.1
H -4.071 -1.534 -1.063 0.0 -0.1 -0.1
H -4.674 -2.403 0.344 0.0 0.0 0.0
H -6.088 -0.565 0.343 0.0 0.0 0.1
H -4.849 -0.067 1.477 -0.1 0.0 0.1
H -5.401 0.887 -1.342 -0.1 0.1 0.0
H -5.239 1.818 0.139 -0.1 0.0 -0.1
H -2.791 0.999 1.280 0.1 0.1 0.0
C 0.053 0.243 -1.126 0.6 0.0 0.6
H 0.766 -0.196 -1.819 -0.1 0.0 0.0
H -0.493 1.048 -1.604 0.0 0.2 0.1
S 1.047 0.977 0.239 0.1 0.4 -0.1
O 0.465 0.598 1.498 0.1 -0.4 0.0
O 1.168 2.388 -0.027 0.3 -0.1 -0.3
C 2.652 0.195 0.082 -0.5 0.2 0.0
C 3.768 0.972 -0.153 0.0 0.2 0.0
C 5.004 0.356 -0.265 0.0 0.0 0.0
C 5.101 -1.021 -0.143 0.0 0.0 0.0
C 3.969 -1.789 0.089 -0.1 0.0 0.0
C 2.730 -1.179 0.205 0.0 -0.2 0.1
H 1.835 -1.754 0.380 -0.1 -0.2 0.0
H 4.050 -2.861 0.180 0.0 -0.1 0.0
H 6.064 -1.501 -0.231 0.1 0.0 0.0
H 5.888 0.949 -0.446 0.1 0.1 0.0
H 3.648 2.041 -0.241 0.1 0.1 0.0
```
Positions in Å, forces in eV/Å.

Values from the calculation:
SMILES: O=C(CS(=O)(=O)c1ccccc1)N1CCCCCC1
LUMO level, eV: 0.7
HOMO, eV: -9.254
Gap between HOMO and LUMO, eV: 9.9
ΔE to the lowest compared entry with this formula, charge and spin, kcal/mol: 37.1
Multiplicity: 1



[4]
DFT (the ωB97M-V functional and the def2-TZVPD basis) results for a cluster of 13 separate species, C36H102N4O23 in total in a non-equilibrium geometry.

Geometry as XYZ:
```
165
Properties=species:S:1:pos:R:3:forces:R:3
C -16.355 7.427 -4.257 -1.3 1.0 -0.4
O -16.746 8.814 -3.986 2.0 -0.4 -1.5
C -17.931 9.045 -3.364 -3.3 1.2 1.3
C -19.276 9.223 -4.285 3.0 -1.3 -0.5
N -19.488 8.022 -5.106 -1.3 -0.3 0.9
C -19.818 6.949 -4.179 0.2 -1.6 -1.2
C -19.992 5.627 -4.924 -1.5 -0.4 0.5
O -18.787 5.035 -5.282 1.8 1.3 -0.5
C -18.735 3.931 -6.151 -1.1 0.1 0.5
H -15.398 7.422 -4.779 0.0 0.3 0.3
H -17.109 7.044 -4.945 0.3 -0.5 0.1
H -16.340 6.813 -3.357 0.1 0.2 0.1
H -17.968 9.982 -2.807 1.0 0.7 -0.4
H -18.004 8.407 -2.483 -0.7 -0.9 -0.3
H -19.145 10.063 -4.968 0.4 0.1 0.1
H -20.167 9.464 -3.705 0.1 -0.4 0.3
H -18.717 7.650 -5.642 0.4 1.0 -0.2
H -20.782 7.191 -3.730 0.2 -0.1 0.5
H -19.011 6.696 -3.491 -0.1 0.6 0.7
H -20.701 5.866 -5.717 0.2 -0.4 -0.8
H -20.466 4.890 -4.277 -0.6 0.1 0.3
H -19.443 3.193 -5.772 0.2 -0.6 0.1
H -17.708 3.565 -6.136 -0.2 0.0 -0.1
H -19.089 4.152 -7.158 0.3 0.3 -0.2
C -19.515 11.978 -0.321 0.1 0.8 0.4
O -19.264 13.148 0.434 -0.1 0.8 -0.4
C -19.123 12.902 1.806 -0.6 -0.7 -0.3
C -18.893 14.161 2.554 1.8 1.0 0.7
N -19.641 14.422 3.778 -0.5 0.2 -0.8
C -21.040 14.770 3.582 -0.7 0.2 1.5
C -21.759 14.685 4.936 0.0 0.0 0.6
O -21.179 15.577 5.885 -0.2 0.8 1.0
C -21.999 15.902 7.055 0.5 0.1 -1.3
H -20.238 11.373 0.226 0.0 -0.4 -0.1
H -18.558 11.472 -0.449 -0.1 -0.5 -0.3
H -19.954 12.312 -1.261 0.2 -0.3 -0.1
H -18.243 12.288 1.996 -0.2 -0.7 -0.1
H -20.035 12.404 2.135 0.0 -0.3 0.4
H -18.782 14.997 1.864 -0.7 0.3 -0.3
H -17.870 14.063 2.916 0.2 0.2 0.2
H -19.231 15.276 4.129 0.3 -0.1 0.6
H -21.557 14.086 2.909 0.2 0.0 -0.2
H -21.205 15.807 3.289 0.2 0.1 -0.7
H -21.648 13.678 5.338 -0.3 -0.3 -0.1
H -22.809 14.964 4.845 -0.3 -0.2 -0.3
H -21.439 16.551 7.728 0.5 -0.4 -0.1
H -22.350 15.020 7.590 0.1 -0.1 -0.1
H -22.846 16.532 6.782 -0.3 -0.3 -0.4
C -24.865 5.637 -5.651 2.0 -0.2 -0.1
O -24.799 6.860 -4.971 -2.2 0.5 1.4
C -23.974 7.864 -5.507 0.2 -0.6 0.5
C -23.878 9.078 -4.546 -0.1 -0.9 -1.5
N -22.942 10.098 -5.100 -1.2 -0.3 0.4
C -22.517 11.045 -4.071 0.2 -0.4 -0.3
C -21.424 12.007 -4.578 -3.2 -0.7 0.1
O -20.959 12.704 -3.489 1.1 -1.6 0.5
C -19.964 13.576 -3.881 -0.8 2.4 0.2
H -25.126 5.566 -6.707 -0.6 1.0 -0.2
H -25.463 4.890 -5.129 0.1 0.4 0.3
H -23.803 5.393 -5.668 0.2 -1.3 -0.1
H -24.486 8.088 -6.444 1.0 0.7 -0.5
H -22.983 7.413 -5.544 0.5 0.1 -1.0
H -23.545 8.734 -3.567 -0.1 -0.1 0.2
H -24.941 9.320 -4.518 0.2 1.2 0.5
H -22.144 9.613 -5.485 0.2 -0.2 0.0
H -22.140 10.528 -3.188 0.2 -0.2 0.4
H -23.403 11.591 -3.745 0.1 0.2 0.0
H -22.014 12.738 -5.131 0.5 0.0 -1.2
H -20.708 11.433 -5.168 0.4 0.4 -0.1
H -19.917 14.226 -3.007 1.2 0.1 -0.2
H -20.377 14.208 -4.667 -0.1 0.4 -0.3
H -19.036 13.221 -4.330 0.2 -0.7 0.7
C -16.804 14.068 -9.831 -1.2 1.0 0.4
O -16.833 14.895 -8.662 0.6 -0.1 0.8
C -17.568 16.100 -8.860 0.2 -0.1 -0.3
C -18.166 16.632 -7.582 -1.2 -0.7 0.4
N -17.303 16.839 -6.477 1.3 1.1 0.4
C -16.357 17.899 -6.847 0.7 0.2 1.0
C -15.425 18.221 -5.703 0.6 -0.3 -0.4
O -14.513 19.211 -6.175 -0.3 -0.4 0.2
C -13.830 19.847 -5.105 -0.6 -0.1 -0.5
H -16.202 13.168 -9.708 0.0 0.3 0.3
H -16.496 14.656 -10.695 0.3 -0.1 -0.1
H -17.867 13.857 -9.953 0.0 -0.8 -0.7
H -18.414 15.889 -9.515 0.0 0.2 -0.4
H -16.885 16.837 -9.282 -0.1 0.1 -0.5
H -18.948 15.943 -7.263 -0.2 -0.1 0.0
H -18.620 17.618 -7.689 -0.4 -0.2 -0.9
H -16.779 15.999 -6.277 0.0 -0.1 0.1
H -16.815 18.869 -7.039 -0.7 -0.3 -0.5
H -15.725 17.621 -7.690 0.0 0.1 -0.3
H -14.897 17.304 -5.441 0.4 -0.2 0.3
H -15.969 18.525 -4.808 -0.1 0.3 0.0
H -13.279 19.110 -4.520 0.2 0.1 0.2
H -14.592 20.338 -4.501 0.2 0.2 0.5
H -13.187 20.606 -5.551 0.1 -0.2 0.1
C -16.290 14.502 -1.734 0.6 -1.3 0.7
C -15.535 13.218 -2.166 -0.6 1.7 0.5
O -16.362 12.217 -2.723 -0.2 0.1 0.4
O -16.693 15.229 -2.842 -0.4 0.8 -0.5
H -15.625 15.101 -1.112 0.4 0.2 -0.1
H -17.110 14.271 -1.054 -0.5 -0.2 -0.3
H -15.042 12.861 -1.261 0.2 -0.5 -0.2
H -14.817 13.570 -2.906 0.5 -0.3 0.1
H -16.559 12.464 -3.629 -0.1 0.1 -0.2
H -16.498 14.740 -3.645 -0.3 -0.1 0.0
C -13.618 18.230 -1.732 0.3 -0.8 -0.9
C -13.317 19.523 -0.979 0.4 -0.5 0.0
O -14.457 19.899 -0.239 -0.8 0.7 0.0
O -12.451 17.675 -2.368 0.0 1.1 0.9
H -14.360 18.322 -2.525 -0.3 0.9 0.0
H -14.086 17.470 -1.107 0.2 0.2 0.8
H -13.065 20.364 -1.625 0.2 -0.3 -0.5
H -12.527 19.439 -0.233 0.5 -0.6 -0.4
H -14.392 20.857 -0.251 -0.5 0.1 0.4
H -12.704 16.815 -2.712 0.0 -0.4 -0.2
C -11.373 15.428 0.081 0.8 -1.6 -0.3
C -10.834 13.945 -0.268 -1.3 2.0 0.1
O -11.935 13.048 -0.403 0.4 -0.3 -0.3
O -12.103 15.505 1.304 0.3 -0.4 -0.5
H -12.059 15.785 -0.687 0.1 -0.3 -0.1
H -10.504 16.086 0.047 0.1 0.2 0.3
H -10.096 13.544 0.427 -0.2 0.2 0.5
H -10.309 14.019 -1.221 -0.2 0.0 -0.2
H -12.691 13.376 0.090 0.0 0.2 0.2
H -11.561 15.102 1.987 0.0 0.1 0.3
C -14.473 12.689 -6.046 -1.9 1.7 0.4
C -15.403 14.015 -5.747 2.1 -0.6 -0.1
O -16.716 13.849 -5.219 0.3 -1.2 -0.1
O -15.067 11.994 -7.117 0.1 -0.3 -0.4
H -14.324 12.043 -5.181 -0.3 0.1 0.3
H -13.473 12.985 -6.365 -0.2 0.4 -0.1
H -15.490 14.594 -6.666 0.3 -0.3 -0.3
H -14.920 14.642 -4.998 0.3 0.0 -0.1
H -17.226 13.306 -5.825 -0.4 0.1 -0.2
H -15.981 11.801 -6.894 0.0 -0.2 0.0
C -11.294 11.605 -3.708 1.9 -2.2 -1.7
C -12.018 10.289 -4.102 1.2 1.1 0.3
O -12.376 9.555 -2.979 0.4 -0.7 0.0
O -12.100 12.481 -3.095 -2.0 2.3 0.4
H -10.790 11.982 -4.598 -0.8 0.7 -0.8
H -10.358 11.490 -3.161 -0.1 -1.0 0.8
H -11.308 9.747 -4.727 0.0 -0.4 0.1
H -12.877 10.510 -4.735 -0.2 0.2 -0.1
H -13.218 9.873 -2.646 -0.6 0.1 0.4
H -11.968 12.512 -2.144 -0.1 -0.1 0.6
C -18.812 18.493 0.155 -0.9 1.2 1.3
C -17.359 18.103 0.020 0.3 -0.7 -2.3
O -16.484 18.441 0.985 1.2 1.8 3.6
O -19.047 19.887 0.600 0.7 -1.0 -0.9
H -19.307 17.895 0.920 0.0 -0.4 -0.1
H -19.363 18.408 -0.782 0.3 -0.2 0.0
H -16.905 18.557 -0.861 -0.7 -0.4 -0.9
H -17.147 17.034 0.035 -1.3 -0.5 -1.1
H -16.038 19.248 0.720 0.3 0.0 0.2
H -18.486 20.022 1.367 0.1 0.0 0.2
O -18.719 17.051 -3.596 -0.6 0.4 0.2
H -18.106 16.336 -3.421 0.4 -0.3 0.3
H -18.575 17.271 -4.516 0.2 0.0 -0.4
O -15.031 9.980 -2.109 1.0 -0.4 0.7
H -15.346 9.736 -2.979 -0.6 -0.2 -0.4
H -15.478 10.804 -1.914 -0.2 0.1 -0.2
O -12.660 15.279 -3.613 -0.4 0.4 -0.2
H -12.635 14.334 -3.463 0.2 -0.9 0.3
H -12.186 15.403 -4.435 0.2 0.2 -0.2
```
Positions in Å, forces in eV/Å.

Values from the calculation:
LUMO level, eV: 0.0
HOMO, eV: -8.735
Gap between HOMO and LUMO, eV: 8.7
ΔE to the lowest compared entry with this formula, charge and spin, kcal/mol: 50.8
Multiplicity: 1



[5]
DFT (the ωB97M-V functional and the def2-TZVPD basis) results for a cluster of 2 separate species, C3H8NO3 in total in a non-equilibrium geometry.

Geometry as XYZ:
```
15
Properties=species:S:1:pos:R:3:forces:R:3
C -1.113 -0.911 -0.871 -0.2 1.0 0.3
O -0.713 -2.105 -0.392 0.3 0.2 0.7
C 0.081 -0.057 -1.487 -1.6 -0.4 -1.3
N -0.133 1.344 -1.164 0.9 1.5 1.3
H -1.965 -0.954 -1.602 0.3 0.0 -0.1
H -1.547 -0.208 -0.063 0.1 -0.4 -0.6
H 0.938 -0.644 -1.154 0.4 0.6 0.0
H 0.068 -0.094 -2.596 0.0 -0.4 0.3
H -0.075 1.561 -0.107 -0.2 -0.4 -2.7
H 0.510 2.006 -1.630 -0.3 -0.8 0.2
O -0.147 1.476 1.483 3.1 -5.1 1.5
C 0.556 0.345 1.687 0.8 6.4 2.2
O 1.501 -0.237 0.880 -4.2 1.4 2.0
H 0.539 -0.012 2.736 -0.2 -0.4 -0.5
H 0.193 -0.396 0.830 0.9 -3.3 -3.2
```
Positions in Å, forces in eV/Å.

Values from the calculation:
Charge: -1
LUMO level, eV: 2.4
HOMO, eV: -2.785
Gap between HOMO and LUMO, eV: 5.2
ΔE to the lowest compared entry with this formula, charge and spin, kcal/mol: 174.3
Multiplicity: 1